82
Properties=species:S:1:pos:R:3 method="wB97M-V/def2-TZVPD" lumo_ha="0.06588 / 0.06684" homo_ev="-1.477 / -3.682" spin_multiplicity=6 charge=-1 energy_ev=-91565.9139 homo_lumo_gap_ev="3.27 / 5.50" s_squared=9.798 max_force_ev_per_a=3.5
Dy -1.469 0.300 0.676
P -1.040 2.981 0.483
C -1.575 4.272 -0.723
C -2.565 2.576 1.622
C 0.231 3.746 1.568
C -1.982 3.630 -2.057
H -0.647 4.852 -0.878
C -2.653 5.217 -0.189
H -3.617 4.711 -0.058
H -2.804 6.012 -0.931
H -2.370 5.706 0.751
H -1.173 3.012 -2.463
H -2.205 4.413 -2.793
H -2.882 3.008 -1.949
H 0.971 4.075 0.818
C 0.938 2.748 2.507
C -0.307 4.982 2.290
H -0.509 5.806 1.597
H 0.458 5.339 2.990
H -1.212 4.767 2.874
H 0.755 1.689 2.274
H 0.688 2.919 3.563
H 2.027 2.864 2.407
C -3.782 2.085 0.803
H -2.776 3.590 1.984
C -2.287 1.672 2.868
H -4.076 2.789 0.012
H -4.641 1.991 1.486
H -3.660 1.082 0.314
H -2.066 0.554 2.752
H -3.221 1.665 3.454
H -1.485 2.103 3.482
Cl -2.699 -1.303 -0.766
H 0.054 0.892 -1.831
H 0.476 1.397 -1.458
P 1.692 -1.642 -2.678
C 3.434 -1.055 -2.608
C 1.551 -3.448 -2.227
C 0.941 -1.267 -4.311
C 3.699 -0.394 -1.235
H 3.479 -0.260 -3.376
C 4.452 -2.138 -2.964
H 4.593 -2.853 -2.142
H 5.422 -1.661 -3.160
H 4.169 -2.684 -3.874
H 3.132 0.541 -1.140
H 4.764 -0.152 -1.128
H 3.406 -1.029 -0.387
H 1.216 -0.208 -4.473
C -0.603 -1.336 -4.277
C 1.587 -2.108 -5.412
H 2.641 -1.838 -5.551
H 1.071 -1.913 -6.360
H 1.519 -3.184 -5.199
H -1.019 -1.218 -3.266
H -0.972 -2.279 -4.698
H -1.014 -0.521 -4.887
C 2.135 -3.677 -0.820
H 2.165 -3.980 -2.978
C 0.104 -3.948 -2.290
H 3.229 -3.595 -0.789
H 1.874 -4.690 -0.478
H 1.713 -2.955 -0.100
H -0.560 -3.331 -1.670
H 0.066 -4.976 -1.910
H -0.290 -3.972 -3.309
O 2.437 -0.742 2.173
C 1.248 -1.000 2.101
O 0.416 -0.487 1.172
C 0.518 -1.904 3.053
C -0.288 -2.951 2.569
C -1.123 -3.639 3.429
C -1.190 -3.261 4.783
C -0.344 -2.251 5.288
C 0.530 -1.595 4.430
N -2.200 -3.852 5.602
O -2.928 -4.728 5.095
O -2.328 -3.474 6.791
H -0.270 -3.221 1.507
H -1.767 -4.449 3.078
H -0.410 -1.992 6.345
H 1.207 -0.829 4.802

=====

83
Properties=species:S:1:pos:R:3 method="wB97M-V/def2-TZVPD" lumo_ha=-0.10711 homo_ev=-9.380 spin_multiplicity=1 charge=+1 energy_ev=-49952.2506 homo_lumo_gap_ev=6.46 max_force_ev_per_a=1.1
C -2.254 -1.342 7.918
C -1.418 -2.137 7.258
C -0.964 -1.829 5.848
C 0.418 -1.264 5.767
N 1.003 -0.592 6.746
C 2.194 -0.201 6.275
N 3.051 0.544 6.967
C 4.363 0.926 6.531
C 4.578 2.109 5.968
C 2.632 1.001 8.301
N 1.607 2.039 8.183
N 2.386 -0.651 4.989
P 3.648 -0.477 3.799
O 3.612 0.783 3.058
N 1.204 -1.334 4.687
C 0.937 -1.936 3.415
C 0.841 -3.305 3.311
C 0.588 -3.847 2.062
C 0.429 -2.983 0.996
C 0.531 -1.618 1.226
N 0.792 -1.089 2.414
H -2.334 -0.279 7.709
H -2.871 -1.728 8.722
H -1.031 -3.039 7.724
H -1.640 -1.068 5.443
H -1.064 -2.710 5.213
H 5.155 0.194 6.661
H 5.576 2.515 5.860
H 3.753 2.709 5.597
H 3.528 1.371 8.803
H 2.228 0.148 8.849
H 1.702 2.715 8.931
H 1.752 2.539 7.313
H 4.779 -0.661 4.589
H 3.492 -1.644 3.045
H 0.965 -3.934 4.184
H 0.499 -4.918 1.935
H 0.237 -3.357 -0.002
H 0.389 -0.925 0.405
C -2.356 -1.709 -6.369
C -1.515 -1.393 -5.143
N -1.421 -2.498 -4.205
C -0.884 -2.107 -2.920
C 0.564 -1.600 -2.855
C -0.927 -3.750 -4.755
C 0.454 -3.749 -5.421
H -3.344 -2.067 -6.079
H -2.482 -0.807 -6.969
H -1.889 -2.460 -7.008
H -1.983 -0.555 -4.617
H -0.525 -1.037 -5.472
H -0.999 -2.952 -2.232
H -1.536 -1.320 -2.522
H 1.287 -2.408 -2.968
H 0.747 -1.138 -1.881
H 0.772 -0.844 -3.613
H -1.657 -4.105 -5.485
H -0.946 -4.497 -3.957
H 0.582 -2.902 -6.096
H 0.574 -4.658 -6.014
H 1.266 -3.732 -4.695
C -3.074 5.792 -4.388
C -1.893 4.881 -4.085
N -2.225 3.470 -4.175
C -1.213 2.600 -3.612
C 0.168 2.563 -4.280
C -2.802 3.037 -5.438
C -1.995 3.275 -6.721
H -3.928 5.539 -3.759
H -2.799 6.828 -4.190
H -3.383 5.732 -5.432
H -1.562 5.074 -3.061
H -1.053 5.163 -4.740
H -1.615 1.582 -3.580
H -1.076 2.889 -2.565
H 0.151 2.026 -5.227
H 0.874 2.042 -3.628
H 0.564 3.564 -4.456
H -3.771 3.530 -5.551
H -3.039 1.973 -5.351
H -1.579 4.282 -6.761
H -2.647 3.157 -7.588
H -1.178 2.564 -6.835

=====

79
Properties=species:S:1:pos:R:3 method="wB97M-V/def2-TZVPD" lumo_ha="-0.38327 / -0.57975" homo_ev="-19.223 / -19.126" spin_multiplicity=5 charge=+4 energy_ev=-132640.7732 homo_lumo_gap_ev="8.79 / 3.35" s_squared=6.030 de_lowest_kcal_mol=44.6 max_force_ev_per_a=3.4
Pd 0.241 0.196 -0.186
P 1.749 -2.145 -0.944
P 1.743 1.481 -1.300
P -1.449 -1.166 0.494
H -2.695 4.918 -0.381
C -2.837 4.381 0.562
C -2.045 3.407 1.055
H -1.146 2.954 0.602
C 1.234 -2.714 -2.624
C 3.560 -2.263 -1.212
C 1.508 -3.729 -0.052
C 1.069 3.157 -1.270
C 3.494 1.619 -0.794
C 1.758 0.904 -3.021
C -2.827 -0.060 0.902
C -1.176 -2.240 1.938
C -2.031 -2.238 -0.850
H -3.740 4.788 1.096
H -2.315 3.074 2.061
H 1.893 -3.524 -2.989
H 1.245 -1.870 -3.323
H 0.201 -3.067 -2.526
H 3.844 -3.286 -1.508
H 4.058 -2.006 -0.274
H 3.884 -1.559 -1.987
H 2.160 -4.514 -0.463
H 0.462 -4.044 -0.137
H 1.743 -3.591 1.009
H 1.775 3.913 -1.634
H 0.785 3.392 -0.236
H 0.171 3.154 -1.900
H 4.057 2.218 -1.527
H 3.912 0.607 -0.747
H 3.583 2.101 0.189
H 2.185 1.677 -3.672
H 0.741 0.666 -3.358
H 2.370 -0.003 -3.087
H -3.721 -0.644 1.157
H -3.020 0.571 0.024
H -2.546 0.580 1.749
H -2.092 -2.806 2.161
H -0.887 -1.661 2.826
H -0.360 -2.941 1.715
H -3.088 -2.452 -0.643
H -1.462 -3.175 -0.860
H -1.942 -1.753 -1.833
C -2.994 1.316 -4.490
C -2.681 1.909 -3.256
C -3.616 2.722 -2.604
C -4.847 3.003 -3.218
C -5.125 2.492 -4.492
C -4.183 1.690 -5.131
Se -1.740 0.086 -5.306
H -2.202 -1.023 -4.425
H -1.692 1.744 -2.824
H -3.354 3.160 -1.629
H -5.531 3.668 -2.675
H -6.077 2.740 -4.964
H -4.368 1.351 -6.136
C 2.092 1.634 2.887
P 1.744 0.019 2.096
C 3.489 -0.521 2.069
C 1.317 -0.952 3.639
C 0.501 -0.391 4.635
C 0.056 -1.141 5.728
C 0.427 -2.478 5.868
C 1.265 -3.040 4.902
C 1.760 -2.281 3.836
H 2.590 2.333 2.195
H 2.710 1.483 3.792
H 1.090 1.980 3.164
H 3.539 -1.602 1.953
H 3.958 -0.264 3.028
H 4.067 -0.031 1.286
H 0.185 0.648 4.565
H -0.587 -0.651 6.455
H 0.108 -3.069 6.726
H 1.571 -4.084 4.967
H 2.481 -2.763 3.160

=====

91
Properties=species:S:1:pos:R:3 method="wB97M-V/def2-TZVPD" lumo_ha=0.00355 homo_ev=-9.547 spin_multiplicity=1 charge=0 energy_ev=-92947.9861 homo_lumo_gap_ev=9.64 de_lowest_kcal_mol=27.2 max_force_ev_per_a=4.3
C -11.756 18.168 17.325
O -10.938 18.520 18.400
C -11.405 19.552 19.130
O -12.569 20.032 19.177
O -10.386 19.901 19.964
C -10.559 20.914 21.041
H -12.486 17.410 17.610
H -11.177 17.834 16.464
H -12.406 18.942 16.917
H -11.051 21.818 20.685
H -9.594 21.129 21.502
H -11.238 20.509 21.791
C -15.986 34.268 16.800
O -16.100 34.531 15.368
C -15.043 35.185 14.776
O -13.888 35.250 15.237
O -15.369 35.548 13.516
C -14.410 36.299 12.753
H -15.544 35.030 17.442
H -15.446 33.330 16.929
H -17.009 34.076 17.125
H -13.953 37.147 13.263
H -15.053 36.768 12.008
H -13.574 35.749 12.321
C -6.075 30.735 7.297
O -6.810 30.577 8.490
C -7.082 31.562 9.313
O -6.864 32.746 9.160
O -7.757 31.058 10.381
C -8.129 32.024 11.344
H -6.689 31.106 6.476
H -5.759 29.720 7.057
H -5.120 31.259 7.282
H -8.639 31.657 12.234
H -8.759 32.817 10.939
H -7.227 32.497 11.731
Cl -13.251 26.755 18.552
C -12.925 26.211 16.863
Cl -11.313 25.575 16.862
Cl -13.283 27.603 15.732
H -13.632 25.389 16.760
C -2.518 22.278 18.734
C -2.970 20.972 18.138
C -4.154 21.047 17.195
O -2.607 19.919 18.558
H -2.499 23.047 17.962
H -1.643 22.293 19.383
H -3.304 22.623 19.406
H -3.644 21.424 16.309
H -4.861 21.714 17.688
H -4.626 20.083 17.003
C -4.288 30.146 18.296
C -3.887 30.800 19.599
C -2.467 31.426 19.580
O -4.538 30.791 20.600
H -3.513 29.429 18.025
H -4.661 30.793 17.502
H -5.147 29.549 18.602
H -2.243 32.364 19.072
H -1.681 30.761 19.221
H -2.070 31.712 20.554
C -10.569 25.069 9.788
C -9.804 24.094 10.720
C -8.357 24.286 10.959
O -10.567 23.313 11.276
H -10.491 26.068 10.217
H -11.637 24.848 9.777
H -10.136 25.072 8.788
H -7.853 23.416 11.380
H -8.299 25.151 11.620
H -7.954 24.548 9.981
C -18.370 21.669 22.378
C -19.204 22.288 21.274
C -18.825 22.047 19.784
O -20.218 22.880 21.540
H -18.677 20.680 22.719
H -18.414 22.340 23.236
H -17.352 21.477 22.039
H -19.693 22.161 19.135
H -18.671 20.969 19.747
H -17.934 22.524 19.377
C -20.090 27.324 14.138
C -20.924 28.276 13.316
C -20.316 29.656 13.066
O -22.027 28.012 12.860
H -19.127 27.706 14.477
H -19.919 26.523 13.418
H -20.725 27.033 14.974
H -20.450 29.857 12.003
H -19.256 29.533 13.289
H -20.720 30.453 13.690

=====

87
Properties=species:S:1:pos:R:3 method="wB97M-V/def2-TZVPD" lumo_ha=-0.12079 homo_ev=-10.942 spin_multiplicity=1 charge=+1 energy_ev=-50550.5460 homo_lumo_gap_ev=7.66 de_lowest_kcal_mol=0.0 max_force_ev_per_a=1.6
Rb 4.038 -0.180 1.236
Rb 1.298 -0.759 4.637
O -0.346 1.150 0.339
C 0.793 0.488 0.674
O 1.506 0.051 -0.252
O 1.072 0.322 1.895
H -0.434 0.994 -0.624
C -2.948 -3.140 3.466
C -1.565 -2.600 3.675
O -1.207 -2.154 4.753
C -0.678 -2.478 2.453
H -3.404 -3.610 4.329
H -2.912 -3.854 2.642
H -3.530 -2.289 3.100
H -0.892 -1.480 2.054
H -0.877 -3.225 1.693
H 0.383 -2.449 2.693
C -2.120 -1.981 -0.682
C -3.511 -2.076 -0.095
O -3.957 -3.081 0.391
C -4.307 -0.787 -0.081
H -1.557 -1.185 -0.189
H -2.081 -1.867 -1.763
H -1.637 -2.918 -0.396
H -3.791 0.031 0.432
H -5.285 -0.914 0.376
H -4.418 -0.410 -1.103
C 0.292 0.681 -5.453
C -0.385 -0.527 -4.881
O -1.399 -0.970 -5.358
C 0.218 -1.227 -3.666
H -0.401 1.164 -6.141
H 1.258 0.480 -5.913
H 0.470 1.418 -4.661
H -0.132 -2.253 -3.814
H -0.172 -0.893 -2.709
H 1.304 -1.316 -3.686
C -3.886 2.115 -3.220
C -2.748 2.037 -2.236
O -1.855 1.224 -2.378
C -2.700 3.047 -1.125
H -4.610 2.847 -2.864
H -4.299 1.125 -3.404
H -3.541 2.456 -4.199
H -2.820 4.051 -1.532
H -1.739 2.963 -0.621
H -3.464 2.870 -0.365
C -1.375 2.894 3.169
C -1.609 1.569 3.859
O -0.882 1.200 4.755
C -2.740 0.736 3.341
H -2.267 3.481 2.977
H -0.881 2.617 2.229
H -0.628 3.454 3.728
H -2.324 0.307 2.415
H -3.605 1.321 3.033
H -3.057 -0.090 3.970
C 4.738 3.752 4.847
C 3.962 2.987 3.800
O 4.533 2.173 3.095
C 2.512 3.337 3.561
H 4.796 4.812 4.592
H 5.746 3.360 4.930
H 4.197 3.709 5.795
H 2.092 2.560 2.912
H 2.456 4.233 2.943
H 1.945 3.354 4.489
C 5.021 1.080 -4.877
C 4.365 1.699 -3.644
O 4.498 2.866 -3.391
C 3.580 0.770 -2.755
H 5.685 1.862 -5.245
H 4.319 0.761 -5.642
H 5.631 0.228 -4.573
H 2.700 0.318 -3.209
H 3.149 1.361 -1.942
H 4.271 0.035 -2.341
C 1.963 -3.297 -0.452
C 1.017 -4.332 -1.019
O 0.675 -4.314 -2.170
C 0.546 -5.423 -0.062
H 2.908 -3.789 -0.210
H 1.539 -2.851 0.451
H 2.094 -2.519 -1.203
H -0.377 -5.151 0.441
H 1.368 -5.628 0.627
H 0.412 -6.332 -0.648